Version i
{
  "formula": "C6H16NO",
  "method": "wB97M-V/def2-TZVPD",
  "symbols": ["C", "O", "C", "C", "C", "C", "C", "N", "H", "H", "H", "H", "H", "H", "H", "H", "H", "H", "H", "H", "H", "H", "H", "H"],
  "xyz": [[-0.959, 0.335, 1.120], [-2.001, -0.484, 0.634], [0.325, -0.344, 0.779], [0.758, -0.486, -0.573], [1.104, 0.858, -1.303], [2.369, 1.504, -0.736], [3.596, 0.593, -0.758], [-5.366, -1.753, 1.054], [-1.057, 1.301, 0.628], [-1.040, 0.554, 2.187], [-1.866, -1.412, 0.907], [0.795, -0.947, 1.561], [1.614, -1.147, -0.670], [-0.092, -0.908, -1.129], [1.220, 0.607, -2.357], [0.276, 1.572, -1.218], [2.153, 1.811, 0.296], [2.577, 2.406, -1.308], [3.696, 0.084, -1.717], [3.577, -0.151, 0.045], [4.509, 1.160, -0.594], [-5.941, -2.380, 0.533], [-4.671, -1.190, 0.605], [-5.578, -1.582, 2.015]],
  "lowdin_charge": [-0.207, 0.011, 0.198, -0.132, -0.148, -0.242, -0.095, 0.027, 0.143, 0.141, 0.127, 0.165, 0.126, 0.178, 0.129, 0.119, 0.115, 0.120, 0.087, 0.073, 0.083, 0.004, -0.022, 0.001],
  "lumo_ev": -7.391,
  "homo_energy_ev": -11.706,
  "molar_mass_g_mol": 118.20,
  "charge": 1,
  "homo_lumo_gap_ev": 4.3
}

Version ii
{
  "formula": "C6H16NO",
  "method": "wB97M-V/def2-TZVPD",
  "symbols": ["C", "O", "C", "C", "C", "C", "C", "N", "H", "H", "H", "H", "H", "H", "H", "H", "H", "H", "H", "H", "H", "H", "H", "H"],
  "xyz": [[0.424, 1.350, -1.120], [0.475, 1.359, 0.322], [-0.436, 0.246, -1.502], [-0.303, -1.084, -0.914], [1.119, -1.441, -0.460], [-1.499, -1.397, 0.082], [-1.554, -2.896, 0.424], [1.696, 4.282, 1.855], [0.069, 2.351, -1.384], [1.443, 1.266, -1.511], [-0.408, 1.360, 0.697], [-1.181, 0.354, -2.288], [-0.560, -1.771, -1.736], [1.111, -2.375, 0.090], [1.495, -0.699, 0.244], [1.838, -1.543, -1.270], [-2.429, -1.168, -0.441], [-1.421, -0.745, 0.949], [-2.247, -2.906, 1.275], [-2.018, -3.513, -0.339], [-0.642, -3.346, 0.794], [1.717, 3.359, 1.451], [0.831, 4.466, 2.339], [2.482, 4.491, 2.442]],
  "lowdin_charge": [-0.154, -0.026, 0.205, -0.323, -0.018, -0.152, -0.065, 0.019, 0.154, 0.176, 0.103, 0.163, 0.172, 0.081, 0.087, 0.101, 0.122, 0.115, 0.094, 0.090, 0.074, -0.028, 0.003, 0.005],
  "lumo_ev": -7.119,
  "homo_energy_ev": -12.128,
  "molar_mass_g_mol": 118.20,
  "charge": 1,
  "homo_lumo_gap_ev": 5.0
}

Of them, the most stable is version ii and the least stable is version i.

Version i
{
  "formula": "C2H3NS2",
  "method": "wB97M-V/def2-TZVPD",
  "symbols": ["C", "C", "N", "S", "S", "H", "H", "H"],
  "xyz": [[-0.975, -1.011, -0.457], [0.475, 1.321, 0.495], [0.148, -1.563, -0.561], [-1.160, 0.732, 0.097], [1.642, -1.049, -0.360], [-2.042, -1.419, -0.547], [1.095, 2.040, -0.146], [0.817, 0.949, 1.479]],
  "lowdin_charge": [-0.549, -0.420, -0.581, 0.742, 0.692, 0.097, 0.034, -0.015],
  "lumo_ev": [-1.249, -1.329],
  "homo_energy_ev": [-8.432, -8.383],
  "molar_mass_g_mol": 105.19,
  "homo_lumo_gap_ev": [7.2, 7.1]
}

Version ii
{
  "formula": "C2H3NS2",
  "method": "wB97M-V/def2-TZVPD",
  "symbols": ["C", "C", "N", "S", "S", "H", "H", "H"],
  "xyz": [[0.634, -0.894, 0.292], [0.302, 0.566, -0.142], [-0.192, -1.741, 0.491], [-1.235, 1.099, 0.542], [-2.439, -0.055, -0.503], [1.680, -0.914, 0.209], [1.109, 1.215, 0.371], [0.142, 0.723, -1.259]],
  "lowdin_charge": [-0.398, -0.597, 0.130, 0.376, 0.206, 0.099, 0.097, 0.087],
  "lumo_ev": [-2.349, -2.350],
  "homo_energy_ev": [-8.247, -8.250],
  "molar_mass_g_mol": 105.19,
  "homo_lumo_gap_ev": [5.9, 5.9]
}

Version iii
{
  "formula": "C2H3NS2",
  "method": "wB97M-V/def2-TZVPD",
  "symbols": ["C", "C", "N", "S", "S", "H", "H", "H"],
  "xyz": [[-0.394, -0.454, 0.153], [0.977, -1.026, -0.021], [-1.342, 2.299, 0.015], [-0.388, -2.259, 0.146], [-1.559, 0.743, 0.050], [1.607, -0.844, -0.782], [1.534, -1.075, 0.867], [-0.435, 2.616, -0.428]],
  "lowdin_charge": [-0.869, -0.411, -0.439, 0.799, 0.843, 0.034, 0.043, 0.000],
  "lumo_ev": -0.109,
  "homo_energy_ev": -8.259,
  "molar_mass_g_mol": 105.19,
  "homo_lumo_gap_ev": 8.1
}

Of them, the most stable is version i and the least stable is version iii.

Version i
{
  "formula": "C4H9NO4",
  "method": "wB97M-V/def2-TZVPD",
  "symbols": ["C", "C", "C", "C", "N", "O", "O", "O", "O", "H", "H", "H", "H", "H", "H", "H", "H", "H"],
  "xyz": [[1.164, -0.788, 0.614], [0.391, -1.416, -1.612], [-1.060, -0.197, -0.107], [-0.690, 2.581, 1.453], [0.172, -0.825, -0.321], [1.032, -0.280, 1.744], [2.309, -1.335, 0.164], [0.388, 2.364, 2.305], [-0.998, 3.764, 1.519], [0.280, -0.694, -2.453], [1.192, -1.998, -1.725], [-0.389, -2.151, -1.766], [-1.275, -0.102, 0.966], [-1.211, 0.806, -0.758], [-1.630, -0.933, -0.597], [3.047, -1.319, 0.697], [0.656, 1.484, 2.223], [-0.474, 4.261, 2.198]],
  "lowdin_charge": [-0.501, -0.038, -0.079, -0.234, -0.157, 0.026, 0.145, 0.013, 0.084, 0.116, 0.041, 0.092, 0.091, 0.137, 0.058, 0.084, -0.015, 0.137],
  "lumo_ev": 0.660,
  "homo_energy_ev": -8.834,
  "molar_mass_g_mol": 135.12,
  "homo_lumo_gap_ev": 9.5
}

Version ii
{
  "formula": "C4H9NO4",
  "method": "wB97M-V/def2-TZVPD",
  "symbols": ["C", "C", "C", "C", "H", "H", "H", "H", "H", "H", "H", "H", "H", "N", "O", "O", "O", "O"],
  "xyz": [[-0.647, -0.017, 1.563], [-0.043, 0.067, 0.097], [1.289, -0.760, 0.000], [-1.143, -0.517, -0.854], [-0.639, -1.012, 1.983], [0.055, 0.529, 2.202], [-1.620, 0.412, 1.520], [2.043, -0.383, 0.785], [0.829, -1.759, 0.281], [2.828, -0.679, -1.222], [-0.735, -0.607, -1.960], [-1.358, -1.527, -0.439], [-2.047, 1.079, -1.144], [0.430, 1.470, -0.229], [1.874, -0.657, -1.225], [-2.292, 0.264, -0.709], [1.235, 1.973, 0.549], [-0.061, 2.123, -1.199]],
  "lowdin_charge": [0.011, -0.350, -0.243, -0.207, 0.087, 0.086, 0.073, 0.154, 0.137, 0.104, 0.166, 0.136, 0.073, -0.291, -0.014, -0.053, 0.076, 0.056],
  "lumo_ev": -0.056,
  "smiles": "CC(CO)(CO)[N+](=O)[O-]",
  "homo_energy_ev": -10.619,
  "molar_mass_g_mol": 135.12,
  "homo_lumo_gap_ev": 10.6
}

Version iii
{
  "formula": "C4H9NO4",
  "method": "wB97M-V/def2-TZVPD",
  "symbols": ["C", "O", "C", "C", "O", "C", "O", "H", "H", "H", "H", "H", "O", "H", "N", "H", "H", "H"],
  "xyz": [[1.177, -0.430, 2.269], [0.180, -0.428, 1.267], [0.601, -0.032, 0.002], [1.244, -1.154, -0.796], [1.316, -2.292, -0.406], [-0.620, 0.527, -0.777], [-0.431, 0.964, -1.929], [0.695, -0.735, 3.203], [1.982, -1.139, 2.026], [1.603, 0.580, 2.387], [1.341, 0.791, 0.050], [1.654, -0.845, -1.781], [-1.706, -0.312, -0.614], [-1.644, -0.749, 0.249], [-1.176, 2.058, 0.274], [-1.264, 1.812, 1.259], [-0.484, 2.796, 0.154], [-2.074, 2.352, -0.107]],
  "lowdin_charge": [-0.072, -0.168, -0.271, -0.173, 0.086, -0.614, -0.005, 0.097, 0.097, 0.093, 0.163, 0.141, 0.069, 0.104, 0.154, 0.093, 0.101, 0.104],
  "lumo_ev": 0.415,
  "homo_energy_ev": -9.263,
  "molar_mass_g_mol": 135.12,
  "homo_lumo_gap_ev": 9.7
}

Version iv
{
  "formula": "C4H9NO4",
  "method": "wB97M-V/def2-TZVPD",
  "symbols": ["C", "C", "C", "H", "H", "H", "H", "H", "H", "N", "C", "O", "O", "O", "O", "H", "H", "H"],
  "xyz": [[-1.144, -1.373, -0.800], [0.203, -0.822, -0.496], [1.356, -1.387, -0.858], [0.228, 0.785, -1.020], [-2.031, -0.846, -0.436], [-1.445, -1.473, -1.848], [-1.385, -2.380, -0.444], [2.310, -0.913, -0.666], [1.355, -2.238, -1.530], [0.198, 0.188, 0.921], [0.130, 1.743, -0.217], [-0.829, 0.209, 1.886], [1.433, 0.254, 1.553], [-1.169, 2.110, -0.271], [1.043, 2.545, -0.045], [-0.391, -0.142, 2.680], [1.808, 1.101, 1.220], [-1.669, 2.638, 0.368]],
  "lowdin_charge": [-0.071, -0.251, 0.065, 0.147, 0.081, 0.089, 0.088, 0.074, 0.080, -0.211, -0.532, 0.036, 0.006, 0.050, 0.006, 0.115, 0.107, 0.121],
  "lumo_ev": 0.265,
  "homo_energy_ev": -8.932,
  "molar_mass_g_mol": 135.12,
  "homo_lumo_gap_ev": 9.2
}

Of them, the most stable is version iii and the least stable is version iv.

Version i
{
  "formula": "H42O21",
  "method": "wB97M-V/def2-TZVPD",
  "symbols": ["O", "H", "H", "O", "H", "H", "O", "H", "H", "O", "H", "H", "O", "H", "H", "O", "H", "H", "O", "H", "H", "O", "H", "H", "O", "H", "H", "O", "H", "H", "O", "H", "H", "O", "H", "H", "O", "H", "H", "O", "H", "H", "O", "H", "H", "O", "H", "H", "O", "H", "H", "O", "H", "H", "O", "H", "H", "O", "H", "H", "O", "H", "H"],
  "xyz": [[2.058, 2.800, -3.289], [2.055, 2.074, -2.633], [2.415, 3.488, -2.622], [-0.745, 0.426, -0.880], [-1.553, -0.113, -0.696], [-1.028, 1.268, -1.262], [-0.284, 2.574, -2.081], [0.398, 3.189, -2.038], [-0.639, 2.562, -2.976], [-1.563, -1.583, 0.723], [-2.382, -1.828, 1.234], [-0.839, -2.178, 1.061], [1.424, -4.291, -2.099], [2.358, -4.452, -2.044], [1.480, -3.471, -2.682], [-3.945, -1.431, 2.571], [-4.619, -1.606, 1.964], [-4.042, -0.561, 2.904], [-3.233, 1.847, -1.382], [-2.891, 2.346, -0.686], [-2.819, 1.908, -2.206], [3.731, -2.215, -2.069], [3.527, -2.073, -2.989], [3.416, -1.368, -1.748], [2.111, -4.141, 1.240], [1.768, -4.724, 0.550], [2.019, -3.282, 0.894], [-1.678, -4.219, -0.541], [-1.323, -3.491, -1.007], [-1.036, -4.849, -0.237], [-0.582, 0.709, 4.389], [0.205, 0.247, 4.225], [-1.065, 0.382, 3.526], [1.885, 4.139, -0.237], [1.494, 4.954, 0.150], [2.225, 3.604, 0.481], [0.892, -1.731, -2.866], [0.220, -2.320, -3.059], [0.372, -1.243, -2.237], [-4.281, -0.255, -0.578], [-3.826, -1.030, -0.136], [-4.810, -0.479, -1.373], [0.562, 2.861, 2.628], [0.432, 3.825, 2.310], [0.096, 2.979, 3.449], [-2.034, -1.504, -3.594], [-2.008, -0.842, -2.843], [-2.928, -1.781, -3.299], [0.196, 0.029, 1.949], [-0.256, 0.807, 2.233], [-0.364, -0.680, 1.557], [1.905, -0.906, 4.244], [2.654, -0.375, 4.538], [1.283, -0.296, 3.824], [2.378, 0.702, -1.067], [1.860, 0.470, -0.287], [3.245, 0.811, -0.604], [3.290, 0.836, 1.804], [2.997, 0.152, 2.459], [2.412, 1.260, 1.686], [-0.597, 4.180, 0.701], [-1.484, 4.128, 1.168], [-0.503, 3.761, -0.118]],
  "lowdin_charge": [-0.101, 0.002, 0.071, -0.082, 0.016, -0.029, -0.030, -0.012, 0.085, -0.085, 0.059, 0.098, -0.087, 0.014, 0.024, 0.008, 0.014, 0.042, -0.006, 0.012, 0.010, -0.046, 0.028, 0.002, -0.033, 0.024, -0.007, -0.030, -0.012, 0.032, -0.057, -0.060, 0.092, -0.045, 0.065, 0.035, -0.014, -0.017, 0.016, -0.085, 0.038, 0.061, -0.085, 0.069, 0.022, -0.065, 0.036, 0.050, -0.065, -0.007, 0.017, -0.033, 0.059, -0.025, -0.054, 0.017, 0.066, -0.073, 0.034, 0.009, -0.071, 0.104, -0.018],
  "lumo_ev": -0.483,
  "homo_energy_ev": -10.842,
  "molar_mass_g_mol": 378.31,
  "homo_lumo_gap_ev": 10.4
}

Version ii
{
  "formula": "H42O21",
  "method": "wB97M-V/def2-TZVPD",
  "symbols": ["O", "H", "H", "O", "H", "H", "O", "H", "H", "O", "H", "H", "O", "H", "H", "O", "H", "H", "O", "H", "H", "O", "H", "H", "O", "H", "H", "O", "H", "H", "O", "H", "H", "O", "H", "H", "O", "H", "H", "O", "H", "H", "O", "H", "H", "O", "H", "H", "O", "H", "H", "O", "H", "H", "O", "H", "H", "O", "H", "H", "O", "H", "H"],
  "xyz": [[-0.234, 0.305, 0.084], [0.022, -0.278, 0.811], [-0.979, 0.793, 0.420], [3.254, -2.100, -2.278], [2.357, -1.790, -2.409], [3.843, -1.383, -2.529], [-2.220, 1.957, -1.809], [-2.417, 1.603, -2.686], [-2.236, 2.914, -1.757], [-2.761, -3.130, -2.042], [-1.818, -3.231, -1.943], [-2.980, -2.411, -1.446], [-1.185, 1.243, 2.650], [-2.002, 1.163, 3.185], [-0.552, 1.775, 3.149], [-2.457, 3.027, 0.846], [-3.263, 2.519, 0.953], [-1.793, 2.672, 1.447], [1.402, 2.165, -3.641], [1.376, 1.215, -3.738], [1.111, 2.324, -2.735], [-1.081, -2.560, 2.240], [-1.056, -2.667, 1.289], [-1.880, -2.745, 2.730], [-2.053, 1.201, -4.837], [-1.332, 0.575, -4.686], [-1.537, 2.018, -4.798], [1.197, 2.616, -0.003], [1.279, 1.676, -0.298], [0.262, 2.772, 0.168], [3.881, 1.989, 1.310], [3.572, 1.449, 2.043], [3.257, 2.708, 1.274], [0.891, -3.227, 0.454], [1.531, -3.912, 0.672], [1.481, -2.481, 0.623], [-3.400, -0.568, -0.692], [-2.676, 0.080, -0.666], [-3.953, -0.076, -1.317], [1.370, 2.872, 2.831], [2.008, 3.577, 2.935], [1.271, 2.568, 1.918], [2.552, 0.255, -0.414], [2.493, -0.213, 0.427], [1.920, -0.203, -0.981], [-2.062, -1.760, -4.210], [-2.338, -2.642, -3.904], [-1.131, -1.899, -3.989], [2.057, -0.570, 4.783], [1.179, -0.223, 4.900], [2.394, -0.684, 3.897], [0.056, -0.407, -2.431], [-0.762, -0.804, -2.743], [-0.193, -0.234, -1.499], [-3.673, 0.902, 2.535], [-4.557, 0.785, 2.897], [-3.543, 0.221, 1.869], [3.526, -2.462, 1.253], [4.210, -2.355, 1.934], [4.188, -2.752, 0.615], [1.471, -1.097, 2.128], [0.667, -1.358, 2.619], [2.042, -1.716, 2.593]],
  "lowdin_charge": [-0.042, 0.042, 0.021, -0.051, 0.002, 0.043, -0.055, 0.021, 0.048, -0.046, 0.035, 0.002, -0.072, 0.042, 0.038, -0.053, 0.019, -0.008, -0.051, 0.004, 0.015, -0.046, 0.018, 0.048, -0.054, 0.017, 0.046, -0.067, 0.017, 0.031, -0.040, 0.026, -0.003, -0.060, 0.046, -0.014, -0.047, 0.004, 0.067, -0.056, 0.049, -0.008, -0.047, 0.011, 0.009, -0.061, 0.032, 0.022, -0.039, 0.032, -0.005, -0.054, -0.006, -0.006, -0.041, 0.075, 0.047, -0.043, 0.074, 0.071, -0.087, 0.053, 0.038],
  "lumo_ev": -0.315,
  "homo_energy_ev": -10.805,
  "molar_mass_g_mol": 378.31,
  "homo_lumo_gap_ev": 10.5
}

Version iii
{
  "formula": "H42O21",
  "method": "wB97M-V/def2-TZVPD",
  "symbols": ["O", "H", "H", "O", "H", "H", "O", "H", "H", "O", "H", "H", "O", "H", "H", "O", "H", "H", "O", "H", "H", "O", "H", "H", "O", "H", "H", "O", "H", "H", "O", "H", "H", "O", "H", "H", "O", "H", "H", "O", "H", "H", "O", "H", "H", "O", "H", "H", "O", "H", "H", "O", "H", "H", "O", "H", "H", "O", "H", "H", "O", "H", "H"],
  "xyz": [[3.709, 0.480, 2.799], [3.639, 0.779, 3.717], [4.249, 1.165, 2.393], [-0.957, 0.290, -3.749], [-1.164, 0.887, -4.492], [-0.412, -0.330, -4.249], [1.630, -3.489, -1.265], [1.401, -2.762, -0.687], [1.433, -4.370, -0.967], [0.953, 3.952, 1.118], [0.852, 4.895, 1.008], [0.123, 3.489, 1.128], [-2.659, -2.336, 1.360], [-2.826, -3.238, 1.687], [-3.575, -2.030, 1.367], [-1.603, 3.175, -2.785], [-1.340, 3.877, -2.179], [-0.769, 2.690, -2.863], [3.147, -3.246, 1.527], [2.434, -2.631, 1.219], [3.417, -2.979, 2.418], [-1.501, -4.208, 2.610], [-1.414, -4.648, 1.747], [-0.610, -3.813, 2.549], [-0.286, 0.893, -0.700], [-0.265, 1.675, -0.134], [-0.434, 1.215, -1.605], [1.754, 1.757, -1.901], [1.829, 0.818, -1.612], [1.907, 1.641, -2.852], [-2.611, 1.261, 0.265], [-2.808, 0.376, 0.618], [-2.058, 0.963, -0.527], [0.093, -1.579, -0.298], [0.661, -0.808, -0.502], [-0.825, -1.207, -0.370], [-1.785, -3.763, -2.637], [-1.939, -3.211, -3.398], [-1.605, -4.688, -2.777], [-1.839, 3.491, 1.253], [-2.463, 2.765, 0.930], [-2.219, 4.367, 1.318], [0.451, 1.784, 4.564], [0.152, 2.675, 4.395], [0.412, 1.206, 3.806], [0.853, -1.638, -3.435], [1.268, -2.380, -3.871], [-0.023, -1.893, -3.061], [-0.337, -1.081, 3.610], [0.443, -0.792, 3.103], [-0.960, -1.548, 3.051], [1.218, 0.506, 1.539], [1.552, 1.153, 2.189], [1.784, 0.642, 0.779], [0.829, 4.549, -1.659], [1.573, 4.071, -2.038], [0.880, 4.378, -0.702], [-4.488, -0.317, -0.225], [-3.870, 0.057, -0.848], [-5.350, -0.509, -0.598], [3.203, -0.580, -0.572], [3.254, -0.690, 0.385], [3.897, -1.159, -0.893]],
  "lowdin_charge": [-0.048, 0.057, 0.052, -0.063, 0.062, 0.012, -0.063, -0.037, 0.030, -0.044, 0.048, -0.013, -0.073, 0.020, 0.029, -0.059, 0.020, -0.006, -0.071, 0.024, 0.042, -0.063, 0.058, 0.056, -0.094, 0.057, 0.033, -0.070, 0.024, 0.062, -0.092, 0.051, 0.065, -0.088, 0.007, 0.062, -0.036, 0.026, 0.034, -0.088, 0.032, 0.042, -0.036, 0.034, -0.018, -0.066, 0.047, 0.034, -0.050, 0.009, 0.004, -0.052, 0.037, 0.010, -0.063, 0.027, -0.011, -0.047, 0.027, 0.054, -0.026, 0.020, 0.068],
  "lumo_ev": 0.008,
  "homo_energy_ev": -10.400,
  "molar_mass_g_mol": 378.31,
  "homo_lumo_gap_ev": 10.4
}

Of them, the most stable is version ii and the least stable is version i.